Record 1
The following is a DFT calculation (ωB97M-V/def2-TZVPD) of a structure of composition C5H14O2Si.

CARTESIAN COORDINATES (ANGSTROEM)
C -0.31 0.74 -2.36
C -1.48 0.07 0.47
C 0.31 1.97 0.58
C 0.48 0.29 -1.21
C -0.12 0.57 0.15
O -0.38 -2.53 1.45
O 1.00 -0.39 1.25
Si 1.13 -2.00 1.38
H -1.19 0.24 -2.53
H 0.28 0.72 -3.31
H -0.51 1.80 -2.07
H -2.21 -0.19 -0.34
H -1.48 -0.80 1.17
H -1.98 0.87 1.04
H 1.37 1.81 0.84
H 0.11 2.70 -0.13
H -0.27 2.01 1.58
H 1.38 0.97 -1.10
H 0.83 -0.65 -1.22
H -0.76 -3.33 1.61
H 2.05 -2.44 0.11
H 1.75 -2.45 2.65

**HOMO energy**: -9.643 eV

***

Record 2
The following is a DFT calculation (ωB97M-V/def2-TZVPD) of an isolated molecule of C27H29N7OS.

CARTESIAN COORDINATES (ANGSTROEM)
C -0.61 -3.09 -0.49
C 0.22 -2.02 0.16
C -0.09 -1.50 1.38
C -1.29 -1.77 2.21
O -1.22 -2.40 3.25
N -2.46 -1.29 1.73
C -2.61 -0.44 0.57
C -3.48 0.79 0.93
N -3.38 1.07 2.34
C -2.16 1.61 2.78
C -1.40 1.07 3.81
C -0.23 1.69 4.23
C 0.21 2.85 3.63
C -0.55 3.41 2.61
C -1.71 2.80 2.19
C -4.02 0.02 3.10
C -3.65 -1.39 2.55
S 1.17 -0.51 2.07
C 2.17 -0.81 0.69
N 3.43 -0.40 0.61
C 4.05 -0.78 -0.48
N 3.50 -1.33 -1.55
C 2.20 -1.62 -1.53
N 1.64 -1.96 -2.73
C 0.29 -1.52 -3.03
C 0.35 -0.27 -3.95
N 1.60 0.43 -3.72
C 1.70 1.12 -2.53
C 2.86 1.81 -2.16
C 2.88 2.49 -0.96
C 1.75 2.50 -0.16
C 0.63 1.83 -0.63
N 0.60 1.16 -1.77
C 2.71 -0.34 -4.23
C 2.50 -1.84 -3.89
C 1.49 -1.56 -0.30
H -1.49 -2.69 -0.98
H -0.94 -3.79 0.27
H -0.01 -3.63 -1.23
H -3.09 -1.01 -0.25
H -1.63 -0.12 0.23
H -3.17 1.64 0.33
H -4.54 0.59 0.71
H -1.68 0.15 4.29
H 0.35 1.24 5.02
H 1.12 3.33 3.95
H -0.23 4.33 2.13
H -2.30 3.26 1.41
H -3.75 0.12 4.15
H -5.10 0.17 3.01
H -4.47 -1.79 1.93
H -3.44 -2.09 3.36
H 5.11 -0.57 -0.54
H -0.21 -1.23 -2.11
H -0.27 -2.33 -3.52
H 0.32 -0.55 -5.00
H -0.48 0.40 -3.72
H 3.73 1.82 -2.81
H 3.78 3.01 -0.65
H 1.73 3.00 0.79
H -0.29 1.82 -0.06
H 2.78 -0.21 -5.31
H 3.64 0.00 -3.77
H 3.45 -2.32 -3.66
H 2.01 -2.37 -4.71

**HOMO energy**: -7.777 eV

***

Record 3
The following is a DFT calculation (ωB97M-V/def2-TZVPD) of a structure of composition C5H9NO.

CARTESIAN COORDINATES (ANGSTROEM)
C -0.76 1.40 -0.52
C 0.29 0.41 0.03
C 1.01 -0.41 -1.00
C -0.69 -0.89 1.06
O -1.04 -1.97 0.30
C 1.09 0.95 1.11
N 1.64 1.30 2.07
H -1.48 0.82 -1.11
H -1.30 1.86 0.31
H -0.38 2.21 -1.16
H 0.85 -0.12 -2.04
H 0.55 -1.51 -1.07
H 2.06 -0.60 -0.77
H -0.02 -1.13 1.90
H -1.53 -0.24 1.33
H -0.29 -2.08 -0.45

**HOMO energy**: -9.917 eV

***

Record 4
The following is a DFT calculation (ωB97M-V/def2-TZVPD) of a cluster of 7 separate species, C23H44N9O18P2S in total.

CARTESIAN COORDINATES (ANGSTROEM)
C 3.40 -3.64 2.02
C 2.14 -2.87 2.44
O 1.83 -1.72 1.63
P 1.34 -1.99 0.14
O 2.50 -2.04 -0.77
C 0.46 -3.56 -0.05
C -0.88 -3.67 0.70
C -1.94 -2.88 -0.09
N -2.85 -2.09 0.79
N -2.20 -1.38 1.68
C -2.92 -0.64 2.47
P -1.95 0.30 3.73
O -0.55 0.45 3.35
O -2.05 -0.51 5.09
O -2.64 1.70 3.94
C -4.31 -0.54 2.43
C -5.09 0.34 3.35
C -4.94 -1.29 1.47
C -6.43 -1.22 1.31
C -7.17 -2.27 1.77
C -8.55 -2.23 1.64
C -9.05 -1.11 1.00
C -8.19 -0.14 0.56
N -6.86 -0.12 0.69
C -4.16 -2.10 0.62
S -5.01 -3.05 -0.62
O 0.42 -0.75 -0.29
C 1.10 0.27 -1.05
C 0.26 1.57 -0.91
H 3.18 -4.70 1.97
H 3.79 -3.32 1.05
H 4.20 -3.50 2.74
H 2.33 -2.47 3.44
H 1.27 -3.52 2.56
H 0.33 -3.77 -1.11
H 1.13 -4.34 0.32
H -1.17 -4.72 0.65
H -0.82 -3.42 1.76
H -1.45 -2.15 -0.73
H -2.48 -3.56 -0.73
H -1.32 -1.15 5.12
H -1.95 2.30 4.24
H -5.03 1.39 3.06
H -4.69 0.22 4.36
H -6.11 -0.01 3.37
H -6.69 -3.12 2.23
H -9.22 -3.00 1.99
H -10.12 -0.99 0.85
H -8.61 0.71 0.04
H -5.03 -2.16 -1.63
H 2.08 0.49 -0.64
H 1.20 0.01 -2.09
H -0.62 1.34 -0.32
H 0.80 2.33 -0.37
H -0.08 1.93 -1.88
C 5.67 0.36 -0.85
N 5.96 1.70 -1.45
O 5.64 1.88 -2.61
O 6.48 2.52 -0.73
H 5.21 -0.27 -1.60
H 6.62 -0.06 -0.53
H 5.01 0.52 -0.01
C 9.07 3.70 -2.13
N 10.44 4.13 -2.53
O 10.90 3.67 -3.56
O 11.00 4.93 -1.81
H 8.69 3.00 -2.87
H 9.15 3.23 -1.15
H 8.45 4.59 -2.09
C 2.67 0.94 5.27
N 3.85 0.14 4.84
O 4.81 0.74 4.42
O 3.77 -1.07 4.95
H 2.89 1.99 5.12
H 1.83 0.63 4.66
H 2.50 0.72 6.32
C 1.68 -1.52 -5.11
N 1.15 -2.64 -4.30
O 1.16 -3.75 -4.78
O 0.73 -2.36 -3.19
H 2.02 -1.92 -6.07
H 0.88 -0.80 -5.25
H 2.51 -1.08 -4.56
C -12.11 0.83 -2.36
N -11.60 0.49 -1.00
O -10.62 1.08 -0.59
O -12.20 -0.37 -0.39
H -11.47 1.61 -2.78
H -12.07 -0.07 -2.96
H -13.13 1.18 -2.24
C 9.07 7.31 -5.42
N 8.54 6.18 -4.61
O 8.53 5.08 -5.10
O 8.14 6.45 -3.49
H 9.38 6.92 -6.38
H 8.27 8.03 -5.53
H 9.91 7.73 -4.88

**HOMO energy**: -11.456 eV
**Total charge**: +1

***

Record 5
The following is a DFT calculation (ωB97M-V/def2-TZVPD) of an isolated molecule of C21H22N2O5.

CARTESIAN COORDINATES (ANGSTROEM)
C -6.58 -0.73 -0.51
C -5.89 -2.05 -0.20
O -4.54 -2.02 -0.68
C -3.62 -1.57 0.16
O -3.79 -1.32 1.33
C -2.24 -1.54 -0.52
N -1.58 -0.30 -0.15
C -2.34 0.82 -0.17
O -3.50 0.79 -0.55
C -1.65 2.11 0.25
C -2.67 3.06 0.86
C -1.01 2.72 -1.01
O -0.65 1.90 1.24
C 0.17 0.84 1.04
C 1.43 0.85 1.62
C 2.31 -0.20 1.41
C 1.93 -1.27 0.60
C 2.81 -2.44 0.37
O 2.39 -3.58 0.39
N 4.15 -2.21 0.20
C 4.82 -1.03 -0.13
C 6.14 -0.87 0.31
C 6.84 0.28 -0.01
C 6.25 1.27 -0.76
C 4.95 1.11 -1.22
C 4.24 -0.04 -0.91
C 0.64 -1.31 0.07
C -0.25 -0.28 0.30
H -7.59 -0.74 -0.10
H -6.02 0.08 -0.07
H -6.63 -0.58 -1.59
H -5.88 -2.24 0.87
H -6.37 -2.89 -0.72
H -2.38 -1.61 -1.60
H -1.67 -2.38 -0.14
H -2.20 4.01 1.09
H -3.06 2.63 1.78
H -3.49 3.21 0.17
H -1.78 2.90 -1.76
H -0.53 3.66 -0.76
H -0.26 2.04 -1.42
H 1.71 1.69 2.23
H 3.28 -0.19 1.88
H 4.72 -3.04 0.25
H 6.60 -1.65 0.90
H 7.86 0.39 0.34
H 6.80 2.17 -1.00
H 4.49 1.87 -1.82
H 3.24 -0.17 -1.29
H 0.37 -2.17 -0.53

**HOMO energy**: -8.419 eV